Entry 1:
{
  "formula": "C19H42N2O5SSi",
  "method": "ωB97M-V with the def2-TZVPD basis set",
  "smiles": "CCOCC[Si@@H](O)CCCCCCCSc1nnco1.CC(C)O.CC(C)O",
  "e_homo_ev": -8.9000,
  "homo_lumo_gap_ha": 0.327,
  "e_lumo_ev": -0.006,
  "symbols": ["H", "C", "H", "C", "H", "O", "H", "C", "H", "H", "H", "N", "H", "H", "C", "H", "O", "O", "H", "H", "H", "H", "H", "H", "H", "H", "S", "C", "H", "H", "O", "H", "H", "H", "N", "H", "C", "C", "H", "H", "H", "Si", "C", "C", "H", "H", "H", "C", "H", "C", "C", "H", "C", "C", "C", "H", "C", "H", "H", "C", "H", "C", "H", "H", "H", "H", "C", "O", "H", "H"],
  "coordinates": [[5.946, 2.206, -0.152], [-9.972, 1.339, -0.501], [2.036, -1.740, 1.353], [4.647, -2.719, -1.364], [3.642, -0.746, 0.259], [0.358, 2.083, 0.613], [-0.805, 5.010, 1.786], [-2.770, -1.092, -0.285], [3.090, 0.037, -2.919], [-1.525, 2.703, 1.095], [0.550, -4.623, 0.668], [-2.342, -0.640, -1.666], [3.754, 0.445, 2.821], [2.216, -5.555, -0.976], [-7.889, -0.042, -0.246], [2.426, -3.191, -2.034], [3.771, 1.841, -0.064], [-7.843, 2.352, -0.032], [0.086, 4.124, -1.097], [5.307, -3.132, -0.460], [2.949, 2.485, 1.830], [-8.469, -0.949, -0.054], [0.098, 3.754, 2.664], [-0.400, -1.439, 2.353], [4.885, 2.710, -1.676], [-1.584, 4.527, -0.634], [-1.761, -2.526, 0.473], [3.428, -3.759, -1.722], [3.574, -3.369, 1.133], [1.289, -2.252, -0.387], [2.701, -0.570, -2.212], [5.308, 0.225, 1.652], [-0.226, -0.532, 0.710], [-6.927, -0.124, 0.270], [-3.181, 0.425, -1.987], [6.492, 0.112, -1.093], [1.165, -2.335, 0.797], [5.026, 1.895, -0.829], [5.386, -2.734, -2.300], [5.495, 0.637, -2.672], [1.129, -4.070, 2.397], [4.090, -0.888, -1.148], [1.305, -3.906, 1.243], [3.132, -4.900, -0.583], [1.187, 2.460, 0.271], [-10.614, 0.473, -0.317], [3.165, -5.162, 1.715], [4.647, 0.980, 2.259], [4.058, -5.624, -0.544], [4.008, 2.205, 1.373], [-0.841, 3.723, -0.672], [-1.197, 2.950, -1.361], [2.894, -4.325, 0.934], [-0.251, -1.618, 1.206], [-0.086, 4.193, 1.677], [-7.669, 0.012, -1.318], [5.447, 0.429, -1.513], [-7.688, 2.409, -0.989], [3.752, -4.351, -2.706], [-0.596, 3.137, 0.709], [-8.808, 1.142, 1.298], [-4.148, 0.636, -0.806], [5.364, 1.448, 3.088], [-9.825, 1.442, -1.582], [-4.936, 1.503, -0.836], [0.868, 4.610, 1.335], [-8.639, 1.197, 0.217], [-3.901, -0.331, 0.315], [-10.495, 2.241, -0.167], [4.718, 3.143, 1.391]],
  "forces_ev_per_a": [[-2.05, -0.43, -1.24], [-0.31, 0.14, 0.14], [-1.99, -1.17, -1.34], [1.16, -1.20, -0.98], [0.04, -0.05, -0.32], [0.09, -0.19, 0.14], [0.11, -0.04, 0.01], [1.33, 1.27, -3.27], [-1.13, -1.17, 1.24], [0.20, -0.14, -0.04], [1.68, 1.60, 1.10], [-4.14, 0.27, 6.06], [2.05, 0.81, -1.30], [1.88, 1.45, 1.09], [0.20, -0.20, 0.21], [2.24, -1.13, 0.86], [1.95, 0.72, 1.36], [0.28, 0.25, -0.02], [-0.04, 0.05, 0.16], [-1.50, 0.98, -1.81], [2.29, -0.55, -1.09], [0.10, 0.07, -0.06], [-0.11, 0.04, -0.11], [0.34, -0.70, -2.14], [0.31, -1.70, 1.74], [0.08, -0.05, -0.03], [-0.71, 2.54, -0.14], [-0.28, -0.64, -0.83], [-1.40, -2.14, -0.41], [-0.20, -0.07, 2.69], [3.10, 0.83, 0.00], [-1.51, 1.51, 1.03], [-0.15, -2.37, 1.04], [-0.18, -0.03, 0.01], [-3.22, -0.74, 6.13], [-1.90, 0.52, -1.00], [-0.54, -0.33, 0.27], [0.92, 0.00, -0.54], [-1.45, -0.01, 1.93], [0.25, -0.66, 2.19], [0.21, 0.60, -2.25], [-1.25, -0.18, -0.65], [0.88, 0.15, -0.17], [0.24, -0.06, -0.21], [-0.27, -0.24, -0.01], [0.05, 0.10, -0.06], [-0.32, 1.64, -1.62], [0.02, 0.59, 0.79], [-1.70, 1.44, -0.13], [-0.06, -0.07, 0.12], [-0.28, -0.12, -0.26], [-0.02, 0.09, 0.15], [-0.85, -0.32, 0.10], [0.88, 1.85, -0.37], [-0.08, 0.03, 0.36], [-0.16, 0.01, 0.03], [0.15, 1.53, -0.25], [-0.17, -0.05, 0.40], [-0.76, 1.25, 2.13], [0.48, 0.39, -0.28], [0.15, 0.20, -0.13], [3.73, -1.67, -2.85], [-1.63, -0.96, -1.72], [0.07, -0.14, 0.07], [1.57, -2.22, 0.69], [-0.12, 0.01, -0.12], [-0.05, -0.21, -0.66], [2.86, 0.97, -5.90], [0.07, -0.16, 0.03], [-1.46, -1.79, 0.04]]
}

---

Entry 2:
{
  "formula": "C19H42N3O5S2",
  "method": "ωB97M-V with the def2-TZVPD basis set",
  "total_charge": 1,
  "e_homo_ev": -10.8330,
  "homo_lumo_gap_ha": 0.299,
  "e_lumo_ev": -2.706,
  "symbols": ["H", "O", "H", "S", "O", "C", "H", "H", "H", "H", "H", "H", "H", "H", "H", "H", "C", "C", "H", "H", "C", "H", "C", "O", "H", "C", "C", "C", "H", "H", "H", "H", "H", "H", "H", "C", "H", "H", "C", "C", "H", "H", "N", "H", "H", "H", "H", "H", "H", "H", "N", "C", "O", "O", "C", "C", "H", "C", "H", "H", "N", "H", "C", "C", "C", "H", "H", "H", "C", "S", "H"],
  "coordinates": [[-2.543, 2.568, 3.858], [2.453, 3.210, -2.112], [-0.035, -2.700, 0.812], [-0.771, 3.036, -6.416], [0.679, -5.452, -0.608], [1.676, 3.909, -1.484], [1.583, -1.218, 3.192], [-1.478, 3.824, 4.410], [-0.791, -1.940, 4.760], [0.121, -0.958, 2.247], [-0.726, -7.548, -1.892], [-0.275, 1.120, 1.512], [-2.277, 2.786, -8.226], [-1.400, -2.918, 1.921], [-2.189, 4.604, 0.487], [3.367, -4.058, 1.430], [-1.065, 0.155, 4.233], [-0.209, -1.103, 4.397], [2.075, -3.155, 0.636], [-1.626, 1.420, -0.641], [-1.768, 3.262, 3.525], [0.530, -0.874, 5.162], [-0.271, 2.591, -1.723], [2.506, -3.498, 3.732], [-1.820, 1.205, -7.545], [-0.145, 1.395, 4.098], [-0.579, 2.432, 3.079], [2.298, -3.906, 1.389], [-2.212, 3.043, -0.998], [2.962, 5.439, -0.718], [0.155, -7.542, -3.452], [-0.041, 0.827, -5.854], [-1.647, 0.262, 5.142], [-3.277, 3.815, 2.241], [1.776, -4.817, 1.090], [-1.528, 4.239, 1.265], [0.192, 3.143, 0.628], [-0.684, 2.093, -8.608], [-1.354, 2.475, -0.653], [-0.200, -6.933, -2.621], [-0.378, -4.298, 1.482], [2.297, -8.223, -2.161], [0.461, -2.947, 2.867], [-0.774, 2.469, -2.681], [1.281, 5.468, -0.086], [2.388, 4.230, 0.462], [1.335, -8.202, -0.650], [-0.772, 5.010, 1.383], [-0.117, 1.899, 5.061], [0.880, 1.090, 3.904], [-2.332, 4.074, 2.459], [2.009, -7.635, -1.290], [-1.794, 2.985, -5.333], [0.322, 3.888, -1.722], [1.799, -3.458, 2.734], [-1.454, 2.187, -7.843], [1.165, 1.701, -6.850], [-0.388, -3.238, 1.693], [0.266, 3.089, 2.888], [0.461, 1.790, -1.660], [-0.954, 1.841, 1.744], [-0.865, -6.157, -2.996], [-0.872, 2.943, 0.720], [0.535, -1.493, 3.111], [2.119, 4.848, -0.391], [-1.714, 0.044, 3.366], [2.899, -7.353, -0.730], [0.980, 2.096, -5.125], [0.456, 1.782, -6.026], [1.199, -6.129, -1.834], [-1.899, 1.468, 1.810]],
  "forces_ev_per_a": [[-0.06, -0.06, 0.18], [-1.38, 0.80, 1.06], [-0.08, 0.01, -0.24], [0.08, 0.05, 0.00], [-0.16, -0.12, -0.16], [1.43, -0.86, -1.34], [0.11, 0.14, 0.01], [0.12, 0.30, -0.03], [-0.15, -0.17, -0.10], [-0.11, -0.03, -0.16], [0.03, 0.02, 0.04], [-0.28, -0.39, -0.14], [0.01, 0.04, 0.02], [-0.19, -0.05, 0.01], [-0.06, 0.16, -0.09], [0.14, -0.14, 0.16], [0.86, 0.01, 0.36], [0.10, 0.60, -0.23], [-0.08, 0.02, -0.17], [-0.23, -0.11, 0.04], [-0.45, -0.39, 0.08], [0.05, -0.20, 0.24], [-0.73, -0.26, -1.06], [-0.74, 0.37, -1.13], [0.00, 0.01, 0.04], [-0.45, -0.30, -0.05], [0.09, 0.23, 0.48], [-0.39, -0.03, 0.28], [-0.25, 0.06, 0.18], [0.22, 0.06, 0.04], [0.02, 0.02, -0.01], [-0.05, 0.03, -0.01], [-0.50, 0.09, -0.13], [-0.14, 0.02, 0.01], [0.19, 0.11, -0.11], [-0.44, -0.13, -0.18], [0.22, -0.11, 0.16], [0.01, 0.03, 0.01], [0.40, 0.02, -0.07], [-0.08, -0.05, 0.00], [-0.11, -0.16, -0.08], [0.01, 0.02, -0.01], [0.71, 0.20, -1.51], [0.05, -0.06, -0.19], [0.07, 0.29, -0.03], [0.32, -0.04, 0.08], [-0.03, 0.04, 0.00], [0.19, 0.01, 0.26], [0.12, 0.15, 0.09], [0.12, -0.08, -0.19], [0.27, -0.11, -0.08], [0.01, -0.07, 0.05], [0.03, -0.12, 0.09], [0.47, -0.06, 1.18], [0.75, -0.31, 1.61], [-0.09, -0.07, -0.03], [0.01, 0.02, 0.00], [0.22, 0.23, 0.60], [0.08, 0.06, -0.24], [0.37, 0.17, 0.19], [0.55, 1.00, 0.34], [0.03, 0.04, 0.01], [0.17, 0.16, -0.53], [-0.21, -0.58, 0.85], [-0.94, -0.14, -0.27], [-0.33, -0.10, 0.03], [0.00, 0.05, -0.01], [0.00, 0.05, -0.01], [0.05, -0.06, 0.03], [0.01, -0.03, -0.06], [0.00, -0.29, -0.16]]
}

---

Entry 3:
{
  "formula": "C19H42O10",
  "method": "ωB97M-V with the def2-TZVPD basis set",
  "smiles": "CCOCCOCCOC=O.COCCOCCOC.COCCOCCOC",
  "relative_energy_ev": 0.039,
  "e_homo_ev": -9.2819,
  "homo_lumo_gap_ha": 0.364,
  "e_lumo_ev": 0.633,
  "symbols": ["H", "C", "H", "O", "H", "H", "C", "C", "C", "C", "H", "C", "C", "C", "H", "H", "C", "O", "H", "H", "C", "H", "H", "O", "H", "O", "C", "H", "H", "H", "C", "H", "H", "H", "H", "H", "H", "H", "O", "H", "O", "H", "H", "O", "H", "C", "C", "C", "H", "H", "H", "C", "C", "C", "H", "O", "H", "H", "O", "H", "H", "H", "H", "H", "O", "H", "H", "H", "C", "H", "H"],
  "coordinates": [[1.408, -2.077, 6.294], [3.507, -3.644, -6.798], [0.721, 0.003, -1.568], [3.815, -3.329, -5.449], [-2.385, -0.791, -1.073], [-1.735, 0.135, 5.447], [0.126, 2.063, -1.734], [0.717, -3.311, -5.422], [-0.712, 2.399, 5.325], [-2.430, 0.896, 5.789], [-2.529, 4.482, 0.347], [2.260, -2.914, -7.251], [0.254, -1.908, -5.095], [1.004, 0.318, -5.138], [-0.958, -1.691, -0.466], [-0.852, 0.264, -2.380], [0.062, 4.483, 1.453], [-1.654, 1.983, 6.297], [-3.010, 1.286, 4.948], [0.688, 3.946, 2.165], [4.540, -4.355, -4.808], [-0.531, 5.232, 1.991], [-0.297, -1.918, -4.144], [0.789, 0.658, 6.185], [0.597, 0.475, -6.144], [1.051, -3.504, -6.791], [-1.621, 4.122, -0.156], [2.305, -1.853, -7.000], [-0.121, -3.988, -5.239], [0.858, 2.148, -2.540], [-3.313, 0.431, 6.920], [1.344, 2.096, 4.786], [2.215, -2.987, -8.340], [1.983, -0.378, 4.831], [-0.206, -1.439, 6.530], [-2.354, 2.172, -0.746], [-0.974, 2.072, 4.319], [1.089, 2.629, 6.444], [-0.983, 2.846, -2.161], [4.355, -3.332, -7.421], [1.362, -1.034, -4.953], [-2.712, 0.264, 7.803], [0.274, 0.630, -4.383], [-4.030, -0.797, 6.673], [-2.836, 3.510, -1.778], [-0.205, 0.594, -1.558], [-1.603, -0.820, -0.306], [0.544, -1.666, 5.785], [0.164, -2.349, 5.037], [1.903, 0.923, -5.033], [5.507, -4.518, -5.298], [0.950, -0.314, 5.169], [-2.003, 3.098, -1.203], [-4.060, -1.200, 5.382], [3.356, -4.723, -6.917], [-0.776, 3.540, 0.824], [0.586, 2.484, -0.839], [4.713, -4.048, -3.778], [-3.384, -2.048, 5.006], [-4.769, -0.754, 4.671], [3.967, -5.289, -4.800], [-0.408, -1.548, -5.892], [-1.122, 4.969, -0.641], [-4.009, 1.231, 7.165], [-0.851, 0.374, -0.313], [-0.725, 3.488, 5.330], [-2.079, -0.908, 0.669], [0.713, 4.975, 0.722], [0.716, 1.966, 5.670], [1.533, -3.623, -4.768], [0.259, -0.127, 4.346]],
  "forces_ev_per_a": [[0.03, -0.35, 0.12], [0.14, 0.30, 0.18], [0.01, 0.00, -0.24], [-0.19, -0.17, 0.09], [0.04, -0.09, -0.05], [-0.17, -0.44, -0.09], [-0.05, -0.02, -0.20], [-0.13, -0.11, -0.09], [0.34, 0.29, 0.22], [0.65, 0.72, 0.27], [-0.04, 0.12, -0.14], [-0.07, -0.08, -0.15], [0.30, 0.11, 0.22], [0.08, -0.14, 0.07], [-0.07, -0.06, -0.06], [0.03, 0.03, -0.05], [-0.16, -0.13, 0.01], [-0.29, -0.32, -0.35], [-0.17, -0.28, -0.18], [-0.04, -0.02, 0.02], [-0.02, 0.16, -0.04], [0.10, 0.10, -0.01], [-0.17, -0.06, -0.09], [0.26, 0.11, -0.40], [-0.11, 0.07, 0.06], [0.05, 0.05, 0.06], [-0.05, -0.23, 0.28], [0.11, -0.02, 0.17], [-0.01, 0.02, -0.06], [-0.06, -0.01, -0.04], [-0.25, 0.18, 0.30], [0.14, -0.01, -0.09], [-0.03, -0.05, 0.02], [0.11, 0.35, -0.29], [-0.37, -0.24, 0.10], [0.12, 0.02, 0.17], [-0.27, -0.14, -0.06], [0.13, 0.03, 0.20], [0.04, -0.01, 0.07], [-0.05, -0.12, -0.15], [0.08, 0.00, -0.21], [0.24, -0.14, 0.13], [-0.09, 0.12, -0.12], [-0.11, 0.72, 0.09], [0.05, 0.03, -0.03], [0.14, 0.03, 0.46], [0.10, 0.10, 0.08], [0.59, 0.92, -0.03], [-0.03, -0.20, -0.05], [0.02, -0.05, 0.05], [0.01, -0.11, 0.02], [-0.79, -1.18, 0.56], [-0.08, 0.08, -0.17], [-2.21, 2.42, 0.85], [-0.02, 0.00, -0.02], [0.23, -0.03, -0.12], [-0.09, -0.16, 0.15], [0.01, 0.06, -0.03], [2.91, -3.80, -1.68], [-0.41, 0.66, 0.49], [0.08, -0.06, -0.05], [-0.05, -0.06, 0.01], [0.00, 0.00, -0.03], [-0.26, 0.01, -0.04], [-0.22, 0.09, -0.07], [0.03, 0.18, -0.18], [0.06, 0.01, 0.02], [-0.04, 0.10, 0.03], [-0.27, 0.21, 0.41], [0.07, 0.19, 0.04], [0.18, 0.32, -0.33]]
}